# 1
Computed, not measured: a cluster of 2 separate species, C4H14N3 in total, with ωB97M-V/def2-TZVPD.

Geometry as ORCA input:
```
! wB97M-V def2-TZVPD RIJCOSX def2/J DEFGRID3
* xyz 1 1
C -2.06 1.83 0.62
C -2.46 -0.59 0.38
N -2.45 0.51 1.07
H -1.49 2.34 1.39
H -3.01 2.35 0.47
H -1.48 1.80 -0.34
H -1.80 -0.69 -0.48
H -2.99 -1.43 0.82
H -2.85 0.46 1.97
C 1.22 -0.56 0.08
C 2.28 -0.40 -1.00
N 2.45 -1.65 -1.86
N 0.98 0.69 0.87
H 0.30 -0.90 -0.44
H 1.52 -1.37 0.76
H 2.03 0.52 -1.56
H 3.24 -0.23 -0.51
H 3.18 -1.48 -2.53
H 1.60 -1.80 -2.43
H 0.61 1.46 0.24
H 0.33 0.54 1.57
*
```

***

# 2
Computed, not measured: a cluster of 2 separate species, C4H14N3O in total, with ωB97M-V/def2-TZVPD.

Geometry as ORCA input:
```
! wB97M-V def2-TZVPD RIJCOSX def2/J DEFGRID3
* xyz 1 1
C 0.83 2.63 0.03
C 1.62 1.66 -0.83
C 0.82 0.49 -1.36
N 0.23 -0.27 -0.25
C -0.71 -1.19 -0.41
N -1.10 -1.58 -1.62
N -1.35 -1.68 0.65
H -0.17 2.77 -0.39
H 1.35 3.57 0.18
H 0.75 2.24 1.05
H 2.07 2.14 -1.70
H 2.50 1.24 -0.34
H -0.01 0.87 -1.96
H 1.47 -0.15 -1.96
H 0.81 -0.30 0.58
H -0.46 -1.44 -2.38
H -2.06 -1.67 -1.88
H -1.86 -2.54 0.56
H -1.14 -1.31 1.57
H -0.87 0.07 3.65
H 0.67 -0.21 3.35
O -0.21 -0.15 2.98
*
```

***

# 3
Computed, not measured: a cluster of 3 separate species, C4H14N3O in total, with ωB97M-V/def2-TZVPD.

Geometry as ORCA input:
```
! wB97M-V def2-TZVPD RIJCOSX def2/J DEFGRID3
* xyz 1 1
C 0.93 1.27 0.08
C 0.10 0.35 -0.83
C -1.21 -0.05 -0.21
C -2.42 0.14 -0.83
N -3.59 -0.33 -0.13
N -1.20 -0.64 1.06
N 2.33 1.15 -0.27
H 0.57 2.35 -0.07
H 0.70 1.02 1.20
H -0.05 0.77 -1.79
H 0.73 -0.55 -1.06
H -2.49 0.66 -1.85
H -2.09 -1.09 1.31
H -4.27 -0.81 -0.75
H -4.05 0.45 0.37
H -0.28 -1.09 1.22
H 1.35 -1.52 1.18
H 2.74 0.23 0.00
H 2.91 1.87 0.15
H 2.81 -1.43 0.89
H 4.23 -2.12 0.84
O 3.75 -1.29 0.56
*
```

***

no.,highest occupied orbital energy (eV),molar mass (g mol⁻¹)
1,-12.272,104.2
2,-14.462,120.2
3,-12.951,120.2